This record from OMol25 describes a cluster of 2 separate species, C4H12O2 in total. The level of theory is wB97M-V/def2-TZVPD.

## Properties
- frontier orbital gap (eV) = 10.95
- SMILES string = CCCCO.O
- E_tot (eV) = -8436.607

Geometry as ORCA input:
```
! RIJCOSX wB97M-V def2-TZVPD def2/J DEFGRID3
* xyz 0 1
C 0.222 -0.963 -1.764
C -0.684 -1.047 -0.493
C -0.099 -0.260 0.671
C -0.828 -0.448 2.089
O -0.505 0.564 3.032
H 1.076 -1.644 -1.668
H 0.642 0.059 -1.743
H -0.231 -0.984 -2.787
H -1.591 -0.532 -0.806
H -0.914 -2.105 -0.262
H 0.988 -0.521 0.680
H -0.219 0.772 0.386
H -0.380 -1.378 2.491
H -1.889 -0.548 1.825
H 0.241 0.152 3.473
O 1.441 1.848 -2.857
H 1.729 0.941 -2.775
H 1.792 2.297 -3.631
*
```


This record from OMol25 describes a cluster of 3 separate species, C4H12O2 in total. The level of theory is wB97M-V/def2-TZVPD.

## Properties
- frontier orbital gap (eV) = 9.21
- SMILES string = C/C=C/C.O.O
- E_tot (eV) = -8435.838

Geometry as ORCA input:
```
! RIJCOSX wB97M-V def2-TZVPD def2/J DEFGRID3
* xyz 0 1
C 0.090 -2.701 -0.316
C -0.100 -1.230 -0.193
C -0.780 -0.578 -1.182
C -1.402 0.763 -0.961
H -0.535 -3.204 0.409
H 1.132 -3.073 -0.276
H -0.315 -3.024 -1.256
H 0.496 -0.887 0.675
H -0.850 -1.212 -2.029
H -2.457 0.667 -0.836
H -1.402 1.293 -1.989
H -0.993 1.590 -0.324
O 0.824 0.501 2.692
H 0.647 1.041 1.925
H -0.051 0.529 3.235
O 0.992 2.450 -0.484
H 1.681 2.816 0.088
H 1.262 2.329 -1.375
*
```


This record from OMol25 describes a cluster of 2 separate species, C4H12O2 in total. The level of theory is wB97M-V/def2-TZVPD.

## Properties
- frontier orbital gap (eV) = 10.81
- SMILES string = CCO.CCO
- E_tot (eV) = -8435.764

Geometry as ORCA input:
```
! RIJCOSX wB97M-V def2-TZVPD def2/J DEFGRID3
* xyz 0 1
C -3.802 -0.847 2.978
C -2.358 -0.623 2.509
O -2.138 -1.104 1.123
H -4.372 -0.541 2.114
H -4.035 -0.040 3.685
H -4.219 -1.845 3.278
H -2.106 0.441 2.392
H -1.629 -1.150 3.182
H -1.870 -2.047 1.467
C 3.556 0.057 -2.286
C 2.885 1.355 -2.538
O 1.713 1.079 -3.269
H 4.257 -0.131 -3.060
H 2.792 -0.770 -2.255
H 3.974 0.095 -1.320
H 2.554 1.913 -1.612
H 3.493 2.150 -3.125
H 1.304 2.007 -3.265
*
```


This record from OMol25 describes a cluster of 3 separate species, C4H12O2 in total. The level of theory is wB97M-V/def2-TZVPD.

## Properties
- frontier orbital gap (eV) = 9.78
- SMILES string = C=C(C)C.O.O
- E_tot (eV) = -8436.430

Geometry as ORCA input:
```
! RIJCOSX wB97M-V def2-TZVPD def2/J DEFGRID3
* xyz 0 1
C 0.982 0.317 1.080
C 0.232 -0.480 0.324
C -0.507 0.065 -0.851
C 0.411 -1.964 0.373
H 1.519 -0.051 1.947
H 1.077 1.394 0.997
H -0.677 -0.678 -1.635
H -0.004 0.909 -1.339
H -1.495 0.536 -0.793
H -0.469 -2.435 -0.049
H 0.646 -2.376 1.347
H 1.248 -2.375 -0.200
O -2.204 3.128 -5.891
H -1.701 2.483 -5.385
H -2.815 3.590 -5.315
O 1.395 -1.311 5.176
H 1.676 -2.231 5.171
H 0.438 -1.405 5.243
*
```


This record from OMol25 describes a cluster of 2 separate species, C4H12O2 in total. The level of theory is wB97M-V/def2-TZVPD.

## Properties
- frontier orbital gap (spin up / spin down) (eV) = 8.47 / 2.02
- E_tot (eV) = -8426.263

Geometry as ORCA input:
```
! RIJCOSX wB97M-V def2-TZVPD def2/J DEFGRID3
* xyz 1 2
C 1.530 2.050 -2.737
O 0.789 3.211 -3.088
C 1.336 1.623 -1.274
H 1.078 1.257 -3.324
H 2.579 2.231 -2.987
H 1.298 4.012 -2.999
H 0.245 1.497 -1.235
H 1.908 0.712 -1.145
H 1.449 2.448 -0.575
C -0.893 -1.940 2.346
O -2.097 -1.455 1.990
C -0.721 -3.380 2.658
H -0.077 -1.535 1.683
H -0.649 -1.301 3.251
H -2.787 -2.134 1.786
H -0.974 -3.952 1.753
H 0.301 -3.672 2.882
H -1.327 -3.694 3.511
*
```


This record from OMol25 describes a cluster of 4 separate species, C4H12O3 in total. The level of theory is wB97M-V/def2-TZVPD.

## Properties
- frontier orbital gap (spin up / spin down) (eV) = 2.15 / 7.25
- E_tot (eV) = -10481.332

Geometry as ORCA input:
```
! RIJCOSX wB97M-V def2-TZVPD def2/J DEFGRID3
* xyz -1 2
C -0.889 0.784 4.823
C -0.218 1.078 3.708
C -0.375 0.297 2.493
C 0.575 0.137 1.577
H -1.699 -0.146 5.061
H -0.921 1.412 5.700
H 0.587 1.926 3.899
H -1.369 -0.051 2.365
H 0.443 -0.377 0.549
H 1.411 0.743 1.533
H -1.248 1.216 -2.229
H -0.509 0.653 -3.613
O -0.565 0.702 -2.618
H -0.164 -3.946 -4.043
H -1.140 -3.427 -3.083
O -0.248 -3.828 -3.144
H 2.706 0.500 -4.667
H 1.714 1.206 -3.703
O 1.908 1.120 -4.608
*
```


This record from OMol25 describes a cluster of 3 separate species, C4H12O3 in total. The level of theory is wB97M-V/def2-TZVPD.

## Properties
- frontier orbital gap (eV) = 10.40
- SMILES string = C/C=C/CO.O.O
- E_tot (eV) = -10483.172

Geometry as ORCA input:
```
! RIJCOSX wB97M-V def2-TZVPD def2/J DEFGRID3
* xyz 0 1
C -1.852 0.173 1.632
C -0.729 0.259 0.639
C 0.571 0.426 0.796
C 1.456 0.090 -0.393
O 2.325 -0.981 -0.021
H -1.840 -0.773 2.192
H -1.771 0.928 2.429
H -2.874 0.143 1.225
H -1.004 -0.294 -0.269
H 1.194 0.772 1.618
H 2.031 0.953 -0.809
H 1.026 -0.235 -1.352
H 3.202 -0.632 0.159
O -0.599 2.266 -1.457
H 0.005 2.335 -0.715
H -0.456 1.441 -1.919
O -0.229 -2.543 -1.473
H -0.711 -2.604 -0.653
H 0.256 -1.724 -1.629
*
```